{
  "formula": "C2H3BrN",
  "method": "ωB97M-V/def2-TZVPD",
  "smiles": "[NH3+]C#CBr",
  "lumo_ev": -4.60,
  "charge": 1,
  "homo_energy_ev": -14.69,
  "total_energy_ev": -73644.423,
  "relative_energy_kj_mol": 25.2,
  "species": ["C", "C", "N", "Br", "H", "H", "H"],
  "coordinates": [[-0.3554, -0.0349, -0.0324], [-1.5601, 0.1088, 0.1380], [1.0753, -0.0019, -0.0754], [-3.3876, -0.0391, -0.0300], [1.1721, 0.7910, 0.6159], [1.6073, 0.1531, -0.9557], [1.4484, -0.9769, 0.3396]]
}

---

{
  "formula": "C5H14S",
  "method": "ωB97M-V/def2-TZVPD",
  "smiles": "CCC.CSC",
  "lumo_ev": 0.92,
  "charge": 0,
  "homo_energy_ev": -8.42,
  "total_energy_ev": -16246.749,
  "relative_energy_kj_mol": 53.2,
  "species": ["C", "C", "C", "H", "H", "H", "H", "H", "H", "H", "H", "C", "C", "S", "H", "H", "H", "H", "H", "H"],
  "coordinates": [[0.9249, 2.6640, 1.7875], [2.1220, 2.9857, 2.6678], [0.3154, 1.3422, 2.2093], [1.2055, 2.5959, 0.7353], [0.1356, 3.3998, 1.7654], [2.6720, 3.8582, 2.3283], [1.8381, 3.0756, 3.7163], [-0.5689, 1.0960, 1.6051], [0.0907, 1.2658, 3.2718], [2.8518, 2.1743, 2.6262], [0.8863, 0.4289, 2.0084], [-1.2347, -1.7916, -0.2730], [0.2608, -1.4478, -2.6456], [-1.3729, -1.9057, -2.0868], [-2.2291, -1.6170, 0.0982], [-0.8095, -2.7168, 0.1057], [-0.4930, -1.0361, -0.0409], [1.1223, -1.5574, -1.9771], [0.3857, -0.4167, -2.9686], [0.4339, -2.0638, -3.5222]]
}

---

{
  "formula": "C9H14",
  "method": "ωB97M-V/def2-TZVPD",
  "smiles": "Cc1ccccc1.CC",
  "lumo_ev": 0.93,
  "charge": 0,
  "homo_energy_ev": -8.52,
  "total_energy_ev": -9557.923,
  "relative_energy_kj_mol": 218.0,
  "species": ["C", "C", "C", "C", "C", "C", "C", "H", "H", "H", "H", "H", "H", "H", "H", "C", "C", "H", "H", "H", "H", "H", "H"],
  "coordinates": [[1.2295, 1.8382, 0.0912], [0.8863, -0.2934, -1.2559], [1.1663, 0.3524, -0.0851], [0.7228, -1.6561, -1.1173], [1.4835, -2.4151, -0.1521], [1.6419, -0.3897, 1.0362], [1.9251, -1.7882, 0.9890], [0.6760, 0.2788, -2.1314], [0.0796, -2.3141, -1.7412], [2.2226, 2.1810, -0.2921], [1.1597, 2.1543, 1.1329], [1.7815, -3.4253, -0.3013], [1.5295, -0.0509, 2.0415], [2.4900, -2.3341, 1.7115], [0.5318, 2.4986, -0.5777], [-2.5327, 0.2214, 0.6808], [-2.3638, 1.0213, -0.6077], [-2.0054, -0.6954, 0.7038], [-2.1154, 0.7874, 1.5836], [-3.4775, 0.1232, 1.1497], [-1.8425, 0.3675, -1.3460], [-1.8731, 2.1008, -0.4900], [-3.3156, 1.4374, -1.0225]]
}

---

{
  "formula": "C4H11N2",
  "method": "ωB97M-V/def2-TZVPD",
  "lumo_ev": -3.28,
  "charge": 1,
  "homo_energy_ev": -13.62,
  "total_energy_ev": -7298.615,
  "relative_energy_kj_mol": 225.1,
  "species": ["C", "C", "C", "N", "H", "H", "H", "H", "H", "C", "N", "H", "H", "H", "H", "H", "H"],
  "coordinates": [[-1.6539, -0.0110, 0.8950], [-2.3046, -0.5118, -0.1487], [-0.0572, -1.5404, 1.6575], [-0.3041, -0.3814, 1.2070], [-2.1265, 0.6602, 1.6037], [-1.7759, -1.1874, -0.8227], [-3.3316, -0.2590, -0.3629], [0.9036, -2.0245, 1.5039], [-0.8346, -2.1324, 2.1409], [2.0260, 1.3674, -0.8127], [0.8869, 0.4770, -1.0995], [2.8458, 0.7911, -0.3932], [2.3809, 1.8142, -1.7381], [1.7176, 2.1469, -0.1191], [0.4400, 0.0180, -0.2193], [1.1033, -0.2147, -1.8149], [0.0843, 0.9877, -1.4768]]
}

---

{
  "formula": "C25H52BBrNO6",
  "method": "ωB97M-V/def2-TZVPD",
  "lumo_ev": 2.09,
  "charge": -1,
  "homo_energy_ev": -4.70,
  "total_energy_ev": -111264.070,
  "species": ["C", "C", "C", "C", "N", "C", "C", "O", "B", "C", "Br", "C", "C", "O", "H", "H", "H", "H", "H", "H", "H", "H", "H", "H", "H", "H", "H", "H", "H", "H", "H", "H", "H", "H", "C", "C", "C", "O", "C", "H", "H", "H", "H", "H", "H", "H", "H", "C", "C", "C", "O", "C", "H", "H", "H", "H", "H", "H", "H", "H", "C", "C", "C", "O", "C", "H", "H", "H", "H", "H", "H", "H", "H", "C", "C", "C", "O", "C", "H", "H", "H", "H", "H", "H", "H", "H"],
  "coordinates": [[3.5434, -1.1486, 2.6628], [2.9665, -1.6825, 1.3475], [3.5266, -0.9926, 0.0945], [2.6598, 0.1451, -0.4401], [2.3173, 1.1342, 0.5675], [1.1386, 1.9316, 0.2532], [0.6711, 2.6858, 1.5290], [-0.6333, 2.2663, 1.7871], [-0.7706, 0.9725, 1.0690], [-2.3032, 0.5700, 0.7684], [-3.2501, 2.0271, -0.2001], [-3.1367, 0.1545, 1.9788], [-4.1594, -0.9426, 1.6797], [0.0322, 1.1812, -0.1573], [4.5182, -1.5968, 2.8740], [3.6928, -0.0679, 2.6248], [2.8903, -1.3636, 3.5113], [1.8767, -1.5792, 1.3542], [3.1747, -2.7544, 1.2867], [3.6207, -1.7205, -0.7151], [4.5428, -0.6323, 0.2976], [1.7491, -0.2762, -0.8849], [3.2084, 0.6440, -1.2496], [2.1571, 0.6877, 1.4606], [1.4175, 2.6106, -0.5615], [1.3636, 2.4404, 2.3506], [0.6946, 3.7721, 1.3851], [-0.2976, 0.0340, 1.7653], [-2.3094, -0.2316, 0.0247], [-2.4329, -0.1776, 2.7473], [-3.6524, 1.0242, 2.3921], [-3.6929, -1.9312, 1.6761], [-4.9700, -0.9622, 2.4135], [-4.6121, -0.7867, 0.6965], [5.5727, -1.7884, -4.9004], [6.6496, -2.7486, -4.4005], [6.3103, -2.8356, -2.9168], [4.8959, -2.6874, -2.8262], [4.3725, -2.2233, -4.0699], [5.3906, -1.8747, -5.9696], [5.8445, -0.7565, -4.6673], [6.5342, -3.7210, -4.8836], [7.6649, -2.3957, -4.5800], [6.7960, -2.0299, -2.3546], [6.5895, -3.7876, -2.4616], [3.8339, -3.0419, -4.5627], [3.6649, -1.4181, -3.8684], [4.2306, -3.7320, -9.6998], [3.5777, -4.6800, -8.6954], [4.7248, -4.9317, -7.7248], [5.5061, -3.7362, -7.7153], [5.1046, -2.8821, -8.7863], [3.5147, -3.1368, -10.2650], [4.8478, -4.2918, -10.4058], [2.7518, -4.1801, -8.1858], [3.1993, -5.5980, -9.1430], [5.3490, -5.7677, -8.0589], [4.3907, -5.1361, -6.7066], [4.5393, -2.0342, -8.3832], [5.9998, -2.4965, -9.2762], [-4.6357, 5.6488, 3.5140], [-4.1282, 4.7280, 2.4053], [-2.9588, 4.0296, 3.0854], [-3.3164, 3.9460, 4.4797], [-4.4471, 4.7622, 4.7390], [-5.6711, 5.9656, 3.3825], [-4.0088, 6.5407, 3.5895], [-4.8959, 4.0008, 2.1318], [-3.8228, 5.2492, 1.4995], [-2.0330, 4.6026, 2.9853], [-2.7642, 3.0325, 2.7014], [-5.3288, 4.1246, 4.8910], [-4.2730, 5.3250, 5.6602], [-7.1929, 0.9192, 7.3167], [-6.5504, 2.0057, 6.4575], [-6.9259, 1.5440, 5.0552], [-8.1970, 0.8940, 5.1812], [-8.4873, 0.6597, 6.5557], [-7.3674, 1.2236, 8.3484], [-6.5675, 0.0242, 7.3224], [-7.0025, 2.9770, 6.6719], [-5.4732, 2.0928, 6.5914], [-6.1917, 0.8345, 4.6622], [-7.0249, 2.3626, 4.3418], [-9.2770, 1.3463, 6.8843], [-8.8556, -0.3622, 6.6651]]
}

---

{
  "formula": "C2H6FN2",
  "method": "ωB97M-V/def2-TZVPD",
  "smiles": "C/[NH+]=C(/N)F",
  "lumo_ev": -4.07,
  "charge": 1,
  "homo_energy_ev": -16.30,
  "total_energy_ev": -7861.548,
  "relative_energy_kj_mol": 107.4,
  "species": ["C", "C", "N", "N", "F", "H", "H", "H", "H", "H", "H"],
  "coordinates": [[-0.8276, 0.0218, -0.0756], [1.6103, 0.5218, -0.0872], [-1.9065, -0.6631, -0.1203], [0.4209, -0.3102, 0.0201], [-1.1472, 1.3942, -0.1430], [2.4719, 0.4006, 0.5998], [1.2406, 1.5496, 0.1534], [2.0188, 0.2848, -1.0453], [-1.7357, -1.6876, -0.0461], [-2.7336, -0.2412, 0.2084], [0.5882, -1.2706, 0.5358]]
}

---

Question: Which formula does entry 6 have?
Answer: C2H6FN2